49
Properties=species:S:1:pos:R:3:forces:R:3 method="wB97M-V/def2-TZVPD" mol_weight_g_mol=980.3 e_tot_ev=-276828.8458 smiles="CC(=O)N(C)C1=C(O)C(=O)C(O)=CC1=O.ClC(Cl)(Cl)Cl.ClC(Cl)(Cl)Cl.ClC(Cl)(Cl)Cl.ClC(Cl)(Cl)Cl.ClC(Cl)(Cl)Cl" lumo_ev=-1.90 e_homo_ev=-9.84 homo_lumo_gap_ha=0.2915
C -0.521034 0.885707 -0.933488 -0.303 0.119 0.042
C -0.737406 -0.481257 -0.049620 -4.299 -2.115 -0.677
O -1.942395 -1.069898 -0.044443 7.468 3.501 0.413
N 0.494376 -1.041105 0.692316 -1.588 -0.826 -3.404
C 0.156334 -2.312568 1.438045 -0.264 -0.826 1.830
C 1.514038 -1.250884 -0.404717 3.882 1.990 -0.073
C 2.805860 -0.501116 -0.323821 -3.047 -1.792 0.081
O 3.047096 0.390857 0.827278 0.906 -3.103 -2.310
C 3.904734 -0.700211 -1.566336 5.135 -0.013 0.081
O 5.225839 -0.794621 -1.397691 -8.411 0.799 -0.768
C 3.217891 -0.787677 -3.089066 -4.129 -1.733 -0.090
O 3.824813 -0.176013 -4.297586 -1.554 -0.622 2.779
C 1.923197 -1.576680 -3.159355 3.712 2.416 1.014
C 1.311666 -2.212156 -1.738089 -1.990 -3.772 -0.841
O 0.695903 -3.396800 -1.754193 3.625 7.459 0.332
H -1.569348 1.147694 -1.430341 2.287 -0.559 1.406
H 0.238420 0.785564 -1.821652 -1.303 -0.182 1.846
H -0.111718 1.763487 -0.247885 -0.987 -1.910 -1.334
H -0.827232 -2.103585 2.080578 2.383 -0.496 -2.045
H 0.047485 -3.268816 0.772941 -0.009 1.989 1.077
H 0.996864 -2.547085 2.251292 -1.550 0.729 -1.936
H 3.802482 -0.016031 1.356963 -1.176 0.759 -1.061
H 3.389283 0.697969 -4.525715 0.506 -1.551 0.730
H 1.370050 -1.690996 -4.189481 1.173 -0.064 2.383
C -3.895554 -3.101032 3.102164 -0.225 0.308 -0.307
Cl -5.148905 -2.650324 4.285578 0.303 -0.124 -0.219
Cl -2.294530 -2.624664 3.722130 -0.638 -0.233 0.320
Cl -3.931132 -4.863222 2.841392 0.039 0.340 0.078
Cl -4.207578 -2.265972 1.559513 0.604 0.383 1.418
C -6.076168 -3.488268 -1.688374 0.037 -0.155 0.046
Cl -4.957188 -2.271149 -2.352454 -0.245 -0.287 0.216
Cl -6.327176 -4.781512 -2.887987 0.034 0.299 0.211
Cl -5.383052 -4.183756 -0.201609 -0.680 -0.471 -1.186
Cl -7.637284 -2.716735 -1.311398 0.355 -0.168 -0.076
C 3.056860 3.493900 2.499037 -0.116 -0.077 -0.028
Cl 4.521032 2.522202 2.793142 -0.237 0.239 -0.009
Cl 2.942769 3.886166 0.764773 0.022 -0.084 0.479
Cl 1.618723 2.565703 2.993806 0.430 0.329 -0.168
Cl 3.144819 5.001546 3.444403 0.001 -0.368 -0.235
C 2.792713 4.657546 -3.203071 0.079 0.355 -0.041
Cl 1.539362 5.108253 -2.019658 0.297 -0.159 -0.376
Cl 4.393737 5.133914 -2.583106 -0.465 -0.189 -0.160
Cl 2.757135 2.895356 -3.463843 -0.077 0.288 0.207
Cl 2.480690 5.492605 -4.745722 0.075 -0.260 0.407
C -2.329311 2.489127 3.601081 -0.097 0.034 0.042
Cl -3.966893 1.868634 3.929421 0.451 0.124 -0.105
Cl -1.164270 1.141707 3.642248 -0.355 0.180 -0.029
Cl -2.295598 3.254394 1.992413 0.022 -0.199 0.358
Cl -1.890403 3.691802 4.840189 -0.079 -0.305 -0.320